(1)
Computed, not measured: a 12-piece molecular cluster, C31H53N13O6P2S overall at a distorted geometry, with ωB97M-V/def2-TZVPD.

The total energy is -3457.1721 a.u. As for the SMILES: C[C@@H](O)CNCCO[C@@]1(PP(=O)(O)O)NC(=O)C[C@H]1S.CC#N.CC#N.CC#N.CC#N.CC#N.CC#N.CC#N.CC#N.CC#N.CC#N.CC#N.

Geometry as ORCA input:
```
! wB97M-V def2-TZVPD RIJCOSX def2/J DEFGRID3
* xyz 0 1
C 3.74464 2.96677 4.36800
C 2.51302 2.54500 3.56713
O 1.57275 3.61222 3.43558
C 2.83568 2.10718 2.14662
N 3.85920 1.05039 2.08806
C 3.33888 -0.21264 1.60162
C 2.33459 -0.87361 2.54954
O 1.01298 -0.68367 2.04036
C -0.00641 -1.49511 2.58445
P -1.37670 -1.59568 1.27981
P -1.72343 0.43210 0.57292
O -3.17110 0.55667 0.30472
O -0.86101 0.76441 -0.77125
O -1.24957 1.49615 1.68467
N 0.31883 -2.87572 2.84415
C 0.67109 -3.11511 4.16897
O 1.33662 -4.05767 4.57878
C 0.10429 -1.94913 4.95419
C -0.64331 -1.07304 3.93667
S -0.44215 0.68275 4.42489
H 4.10187 3.94103 4.03691
H 4.51742 2.20097 4.27578
H 3.46694 2.99026 5.42624
H 2.03845 1.72585 4.11979
H 1.03766 3.66862 4.22715
H 3.22559 2.99120 1.62912
H 1.93008 1.78819 1.61870
H 4.60206 1.36911 1.48330
H 4.19189 -0.89731 1.53303
H 2.91752 -0.15410 0.58689
H 2.45778 -0.43565 3.54420
H 2.59638 -1.93205 2.60003
H -0.72405 -2.23370 0.20184
H -0.46525 1.63925 -0.68806
H -0.31742 1.73248 1.57932
H 0.81854 -3.36310 2.11266
H 0.97740 -1.47102 5.40795
H -0.49924 -2.29190 5.79740
H -1.71614 -1.26357 3.95479
H -0.46323 0.45729 5.74500
C 7.71735 1.88486 3.51450
C 6.91842 2.68594 2.60457
N 6.27364 3.30641 1.88760
H 7.09401 1.44906 4.29457
H 8.21243 1.07168 2.98621
H 8.48973 2.48343 3.99492
C -5.38189 -3.81333 1.77151
C -4.57988 -3.11748 2.75794
N -3.94901 -2.56753 3.53965
H -6.41408 -3.46456 1.79086
H -4.98804 -3.66372 0.76954
H -5.38930 -4.88449 1.96881
C -4.65910 1.95745 -1.99912
C -6.00318 1.61937 -2.43291
N -7.05981 1.35240 -2.79141
H -4.07218 2.33558 -2.83632
H -4.67282 2.72034 -1.22367
H -4.14721 1.08668 -1.58671
C -3.89225 -5.29040 -2.73325
C -3.52861 -4.66175 -1.47510
N -3.24131 -4.16898 -0.47947
H -4.00629 -6.36548 -2.60391
H -4.83259 -4.88715 -3.10479
H -3.12805 -5.11260 -3.48597
C 2.07056 -6.98697 3.08541
C 3.31398 -7.50178 2.53374
N 4.29989 -7.89463 2.09880
H 2.21391 -5.99990 3.52231
H 1.30761 -6.90401 2.31248
H 1.68637 -7.64296 3.86443
C 11.22992 4.76250 3.98795
C 11.38678 3.34632 4.28466
N 11.50661 2.22949 4.51638
H 11.98175 5.08909 3.27198
H 10.24672 4.96049 3.56361
H 11.33770 5.35768 4.89282
C -8.42790 2.66185 -5.36322
C -9.25997 3.61935 -6.07634
N -9.92310 4.36759 -6.63863
H -9.00947 2.07551 -4.65599
H -7.94705 1.97217 -6.05608
H -7.64432 3.16142 -4.79941
C -7.21562 1.77087 -9.57758
C -6.19138 1.36106 -8.63212
N -5.38939 1.04248 -7.87690
H -6.88890 2.63619 -10.14808
H -7.44904 0.96628 -10.27367
H -8.13294 2.04497 -9.05832
C 6.86860 -2.57266 3.60508
C 6.03848 -1.46988 4.06753
N 5.37716 -0.60621 4.43291
H 6.38218 -3.10505 2.78931
H 7.83035 -2.20731 3.24862
H 7.05024 -3.27991 4.41210
C -2.57891 -0.03411 -6.31302
C -2.43081 -1.47657 -6.26857
N -2.31400 -2.61643 -6.23348
H -1.81868 0.40845 -6.95549
H -3.55864 0.24657 -6.69956
H -2.46702 0.39386 -5.31734
C -3.37762 4.08441 -9.05953
C -4.79543 4.40081 -8.99843
N -5.91600 4.63901 -8.94525
H -2.85407 4.78880 -9.70350
H -2.93334 4.13123 -8.06696
H -3.22832 3.08008 -9.45261
*
```

Atom charges from the Löwdin analysis, given in e for atoms 1 to 4: number 1, C, carries -0.0451; number 2, C, carries -0.4511; number 3, O, carries -0.0486; number 4, C, carries -0.1685



(2)
Computed, not measured: a 3-piece molecular cluster, C31H54FIN3O6S overall at a distorted geometry, with ωB97M-V/def2-TZVPD.

The total energy is -2624.5703 a.u. Its expectation value of S² is 2.0087.

Geometry as ORCA input:
```
! wB97M-V def2-TZVPD RIJCOSX def2/J DEFGRID3
* xyz 1 3
C 0.12069 -6.71569 6.77918
C 1.34668 -7.35074 5.99594
O 2.27686 -7.80632 6.61104
O 1.24546 -7.30350 4.60589
C 2.27151 -8.11036 3.97841
C 2.05417 -7.93025 2.40006
C 3.40141 -7.96034 1.56983
C 3.92048 -6.56053 1.10111
C 3.10843 -5.30331 1.07500
C 3.67261 -4.00337 0.57095
C 2.82654 -2.69354 0.50037
C 3.35674 -1.51530 1.43453
C 2.07085 -0.62604 1.81018
I 2.32468 0.22201 3.78687
C 5.09309 -4.01555 0.13266
N 5.83161 -5.17400 0.15519
C 5.32996 -6.40854 0.58918
S 6.51768 -7.79958 0.46436
O 7.54316 -7.42275 -0.51267
O 5.78130 -8.93416 -0.07324
F 7.20354 -8.10967 1.90874
H -0.06258 -7.28813 7.72400
H -0.80291 -6.79315 6.13558
H 0.29238 -5.61968 6.98202
H 3.31918 -7.78823 4.23253
H 2.06756 -9.18789 4.22634
H 1.39275 -7.04505 2.20847
H 1.45413 -8.83834 2.07960
H 3.21554 -8.58007 0.63845
H 4.20850 -8.47036 2.16531
H 2.05048 -5.29216 1.43056
H 1.74434 -2.95875 0.66333
H 2.89690 -2.31752 -0.56861
H 3.92329 -1.86552 2.33598
H 3.99951 -0.83584 0.79419
H 1.88777 0.12443 0.99775
H 1.14847 -1.28245 1.84041
H 5.54821 -3.05227 -0.21902
H 6.80675 -5.12015 -0.17956
C -4.16707 1.06347 2.68444
C -2.70358 1.05341 2.18527
C -2.28379 2.50322 1.89343
C -2.97442 3.06376 0.65267
C -2.75226 2.16206 -0.55711
C -3.04950 0.66911 -0.31283
N -2.52980 0.16667 0.99443
O -1.21711 -0.04832 0.84453
C -4.56464 0.38193 -0.38806
C -2.48989 -0.11349 -1.52464
C -1.92391 0.51313 3.39999
H -4.22973 1.50907 3.68124
H -4.84073 1.66129 2.07366
H -4.57121 0.05144 2.75362
H -1.19806 2.56353 1.75486
H -2.51356 3.14095 2.75200
H -4.04541 3.19964 0.83009
H -2.57826 4.06010 0.43773
H -3.35895 2.53053 -1.38953
H -1.70890 2.27965 -0.86812
H -4.76915 -0.67233 -0.18802
H -4.95197 0.60241 -1.38654
H -5.16709 0.97642 0.29379
H -1.43068 0.08791 -1.69771
H -3.01126 0.17417 -2.44006
H -2.61792 -1.19142 -1.39527
H -2.23862 -0.50907 3.63538
H -2.11153 1.12173 4.28690
H -0.84729 0.51299 3.24503
C -2.85796 6.47283 -5.29909
C -2.53251 6.24438 -3.80469
C -2.12650 7.59271 -3.18795
C -0.75975 8.06231 -3.67944
C 0.30597 6.99579 -3.44679
C -0.07286 5.58642 -3.94352
N -1.47891 5.20097 -3.62084
O -1.50380 4.83205 -2.33688
C 0.14066 5.45554 -5.46697
C 0.96882 4.60095 -3.36218
C -3.88410 5.78275 -3.21984
H -3.78355 7.04520 -5.40745
H -2.11020 7.05661 -5.83269
H -2.99630 5.52636 -5.82558
H -2.10623 7.51920 -2.09462
H -2.87473 8.35466 -3.42460
H -0.79763 8.33261 -4.73862
H -0.47932 8.97591 -3.14776
H 1.23935 7.31704 -3.91927
H 0.50781 6.96014 -2.37074
H -0.15459 4.46322 -5.81493
H 1.19551 5.58750 -5.72375
H -0.39559 6.19266 -6.05892
H 1.04140 4.66487 -2.27452
H 1.96517 4.82354 -3.75087
H 0.73160 3.56823 -3.63033
H -4.19756 4.83861 -3.67716
H -4.66499 6.51819 -3.42378
H -3.86066 5.64744 -2.13831
*
```

Atom charges from the Löwdin analysis, given in e for atoms 1 to 4: number 1, C, carries 0.0146; number 2, C, carries -0.4756; number 3, O, carries 0.1018; number 4, O, carries -0.0459



(3)
Computed, not measured: C31H55BF3N7O3PRuS as an isolated structure, with ωB97M-V/def2-TZVPD.

The value obtained for the energy above the lowest of the compared OMol25 structures with the same formula, charge and spin is 0.00 kcal/mol. The total energy is -2982.2394 a.u. Its expectation value of S² is 0.7570.

Geometry as ORCA input:
```
! wB97M-V def2-TZVPD RIJCOSX def2/J DEFGRID3
* xyz 0 2
Ru -0.55796 1.02654 -0.58901
C -2.08705 -2.44390 -2.82707
C -0.90749 -1.52768 -3.17824
C -0.15393 -2.07581 -4.38690
C -1.44944 -0.15467 -3.40718
C -2.22325 0.27789 -4.49190
C -2.68134 1.52631 -4.13716
N -2.20831 1.82225 -2.92334
N -1.42764 0.80920 -2.48237
B -2.69926 2.85535 -1.91225
N -1.53854 3.70933 -1.39071
C -1.33653 5.02814 -1.46938
C -0.30691 5.35351 -0.60510
C 0.08304 4.14244 -0.02158
N -0.66969 3.16303 -0.52321
C 1.05743 3.99772 1.11178
C 2.41892 3.44283 0.70076
C 0.42213 3.19706 2.24855
N -3.26185 2.06879 -0.69400
C -4.49962 2.14069 -0.19601
C -4.60844 1.25784 0.85189
C -3.35309 0.64603 0.94227
N -2.54276 1.14952 0.00861
C -2.96853 -0.45167 1.87634
C -3.77891 -1.70658 1.53372
C -3.20007 -0.03879 3.32979
H -1.73886 -3.45197 -2.59632
H -2.77418 -2.50864 -3.67293
H -2.64809 -2.06500 -1.96994
H -0.23246 -1.46803 -2.32254
H -0.82776 -2.18311 -5.24031
H 0.24279 -3.06742 -4.15643
H 0.67020 -1.42513 -4.66500
H -2.41829 -0.25867 -5.40334
H -3.32090 2.22211 -4.65295
H -3.55279 3.54646 -2.38882
H -1.95244 5.63521 -2.11079
H 0.10161 6.32686 -0.39661
H 1.21476 5.01875 1.47108
H 2.33958 2.41419 0.35542
H 3.10298 3.48020 1.55189
H 2.84776 4.01848 -0.11919
H 0.20669 2.17748 1.92056
H -0.51761 3.64835 2.57097
H 1.09385 3.13977 3.10702
H -5.21617 2.81714 -0.63044
H -5.47319 1.06657 1.46261
H -1.90624 -0.63393 1.71093
H -4.84868 -1.49718 1.59499
H -3.56002 -2.51979 2.22741
H -3.56335 -2.05252 0.52092
H -4.25758 0.16135 3.51490
H -2.63770 0.86123 3.58258
H -2.89067 -0.83731 4.00749
F 4.20985 1.56553 -2.67661
C 3.32298 2.07639 -3.54377
F 3.43666 3.40834 -3.51481
F 3.65034 1.65112 -4.76866
S 1.60658 1.56527 -3.12136
O 0.78065 2.26107 -4.06671
O 1.64300 0.12269 -3.21647
O 1.47720 2.02319 -1.72240
C 3.27689 -0.08852 -0.17737
C 2.79282 -1.49799 0.18058
C 2.53746 -2.19653 -1.16573
C 3.94375 -2.21038 0.90316
P 1.16669 -1.36003 1.13833
N 0.08142 -0.33111 0.56572
C 0.37616 -3.07824 1.18862
C 1.35683 -4.24499 1.36246
C -0.41815 -3.26361 -0.10924
C -0.65179 -3.19612 2.32198
C 1.55767 -0.84009 2.90488
C 2.18589 -1.94794 3.76052
C 2.52446 0.35073 2.90125
C 0.27210 -0.35721 3.59236
H 4.05731 -0.18606 -0.93454
H 3.70697 0.44471 0.66522
H 2.49066 0.51707 -0.61583
H 3.45035 -2.11170 -1.75979
H 1.75820 -1.69331 -1.73645
H 2.30597 -3.25414 -1.07394
H 4.77828 -2.27766 0.20007
H 3.71103 -3.22230 1.22854
H 4.30127 -1.64269 1.76145
H 2.04198 -4.36105 0.52797
H 0.76738 -5.16372 1.42658
H 1.93913 -4.16990 2.28047
H 0.20575 -3.27002 -0.99695
H -1.15839 -2.47303 -0.21886
H -0.94255 -4.22218 -0.05952
H -0.19938 -3.25247 3.30907
H -1.20745 -4.12508 2.16775
H -1.36627 -2.38202 2.30730
H 3.10255 -2.34906 3.33341
H 1.50647 -2.77521 3.95134
H 2.44178 -1.51162 4.72994
H 3.54382 0.05614 2.66240
H 2.53600 0.77853 3.90732
H 2.21342 1.13003 2.21130
H -0.45595 -1.14838 3.74203
H -0.20437 0.43999 3.02798
H 0.54241 0.03273 4.57750
*
```

Atom charges from the Löwdin analysis, given in e for atoms 1 to 4: number 1, Ru, carries 1.3187; number 2, C, carries -0.0606; number 3, C, carries -0.3793; number 4, C, carries -0.0521



(4)
Computed, not measured: C31H55BrCl24InO2 as an isolated structure at a distorted geometry, with ωB97M-V/def2-TZVPD.

The value obtained for the energy above the lowest of the compared OMol25 structures with the same formula, charge and spin is 0.00 kcal/mol. The total energy is -15173.5610 a.u.

Geometry as ORCA input:
```
! wB97M-V def2-TZVPD RIJCOSX def2/J DEFGRID3
* xyz -1 1
O 3.36377 -4.54612 2.80245
C 3.70949 -3.37254 2.83354
O 4.86762 -3.00237 3.31406
In 6.34128 -2.58580 1.86853
Br 7.37449 -0.28207 2.62769
C 2.74033 -2.29985 2.36625
C 3.19520 -1.04670 1.99646
C 2.29303 -0.09096 1.60694
C 0.93369 -0.38599 1.57583
C 0.41610 -1.63874 1.92959
C 1.39339 -2.61910 2.33234
H 7.67335 -3.73612 1.83912
H 5.62264 -2.37294 0.27587
H 4.23810 -0.75222 1.99009
H 2.63893 0.89934 1.33325
H 0.28372 0.42309 1.27870
H -0.64015 -1.82659 1.90640
H 1.08949 -3.60958 2.60519
Cl 7.56478 3.93124 1.55406
C 8.96758 4.15422 2.62922
C 9.42947 2.85870 3.24909
Cl 8.25777 2.21186 4.41187
H 8.69351 4.88131 3.39023
H 9.76803 4.57579 2.02156
H 10.35957 3.02710 3.79195
H 9.60551 2.09314 2.49474
Cl 0.54831 3.31628 1.21661
C 1.26409 4.38108 2.44773
C 2.76538 4.46897 2.32761
Cl 3.57055 2.94043 2.75311
H 0.96268 4.01298 3.42417
H 0.82617 5.36924 2.30289
H 3.14284 5.22693 3.01358
H 3.06739 4.73885 1.31791
Cl -3.37642 -4.91782 5.12826
C -1.74651 -5.53700 4.73731
C -0.66386 -4.53115 5.03639
Cl -0.70247 -3.12646 3.94714
H -1.74213 -5.82849 3.68955
H -1.59596 -6.43013 5.34263
H 0.31448 -4.99276 4.90451
H -0.73526 -4.16395 6.05020
Cl -1.21524 -0.50633 -0.10857
C -2.63017 -0.79790 -1.15619
C -2.23986 -1.38762 -2.48816
Cl -1.33596 -0.20698 -3.47256
H -3.15652 0.14669 -1.28320
H -3.28596 -1.48764 -0.62480
H -3.13323 -1.66220 -3.04950
H -1.62412 -2.27689 -2.37546
Cl -4.93173 -1.16343 -6.66898
C -3.16560 -1.47106 -6.73567
C -2.86130 -2.93273 -6.92497
Cl -3.29362 -3.90659 -5.49215
H -2.71849 -1.08567 -5.82057
H -2.77378 -0.89495 -7.57442
H -1.79227 -3.06378 -7.08643
H -3.39118 -3.34349 -7.78119
Cl 1.23766 -4.51225 7.46248
C 1.67684 -3.00625 8.31388
C 0.52887 -2.47281 9.12849
Cl -0.80736 -1.87878 8.10448
H 2.01191 -2.28369 7.57288
H 2.52327 -3.24745 8.95694
H 0.86835 -1.63081 9.72983
H 0.12712 -3.23189 9.79573
Cl -1.14083 3.91686 -9.85776
C -2.68712 3.09613 -9.51536
C -2.63090 2.26877 -8.25944
Cl -1.57548 0.84239 -8.42022
H -2.94406 2.48934 -10.38043
H -3.44049 3.87511 -9.40449
H -3.62563 1.89552 -8.02508
H -2.27707 2.84671 -7.41173
Cl -5.74087 2.02787 -9.69146
C -7.22450 1.03630 -9.69951
C -6.91920 -0.43541 -9.81248
Cl -6.25336 -0.85995 -11.41018
H -7.85291 1.38004 -10.51746
H -7.74313 1.23303 -8.76209
H -7.83611 -1.00942 -9.68637
H -6.20741 -0.75405 -9.05431
Cl -1.51038 4.16393 4.77665
C -2.94278 3.12926 4.54713
C -2.58842 1.67424 4.37156
Cl -1.75747 1.34562 2.83222
H -3.49463 3.50888 3.69052
H -3.56017 3.24999 5.43645
H -3.50179 1.08023 4.36811
H -1.95136 1.31746 5.17782
Cl -1.05384 2.72232 -2.18303
C -0.61595 4.11268 -3.20229
C 0.64075 4.78751 -2.71725
Cl 0.39932 5.60233 -1.15213
H -1.45882 4.80034 -3.21821
H -0.46339 3.73367 -4.21273
H 0.95035 5.55026 -3.43080
H 1.45509 4.07570 -2.60233
Cl -4.30918 4.52250 -6.34311
C -5.85038 3.66446 -6.08165
C -5.84780 2.85063 -4.81257
Cl -4.75777 1.44139 -4.88934
H -6.04265 3.04399 -6.95522
H -6.62544 4.42749 -6.02404
H -6.84767 2.45863 -4.62997
H -5.55554 3.45507 -3.95669
Cl 4.80371 -4.02834 8.95994
C 4.94501 -5.17163 7.59082
C 5.58289 -6.47225 8.00141
Cl 7.30691 -6.28417 8.41956
H 5.50719 -4.67839 6.80149
H 3.93604 -5.35550 7.22709
H 5.53223 -7.17749 7.17360
H 5.07739 -6.91065 8.85884
*
```

Atom charges from the Löwdin analysis, given in e for atoms 1 to 4: number 1, O, carries 0.0281; number 2, C, carries -0.6259; number 3, O, carries -0.2170; number 4, In, carries 0.2671